Entry 1:
DFT (ωB97M-V with the def2-TZVPD basis set) results for C7H8BrFN2O2S in the gas phase at a distorted geometry.

Results
- HOMO level (alpha / beta) (eV) = -9.071 / -9.069
- E_tot (Eh) = -3603.4331
- HOMO-LUMO gap (alpha / beta) (eV) = 6.86 / 6.86
- ΔE to the lowest compared entry with this formula, charge and spin (kJ/mol) = 330.3
- strongest force on any atom (eV Å⁻¹) = 3.95
- LUMO (alpha / beta) (hartree) = -0.0812 / -0.0813

```
! RIJCOSX wB97M-V def2-TZVPD def2/J DEFGRID3
* xyz 0 1
C -1.176 -0.016 0.657
C 0.257 0.065 -1.256
C 0.887 4.215 -0.201
C -1.191 1.403 1.260
C -0.738 2.541 0.460
C 0.428 -2.755 -1.945
C 0.491 3.171 0.823
N -0.490 -0.553 -0.225
N 0.269 1.294 -1.460
O 1.209 5.314 0.203
O 1.122 3.780 -1.380
F -1.697 3.248 -0.155
S 1.060 -1.115 -2.351
Br 0.164 4.046 2.737
H -1.695 -0.692 1.318
H -2.265 1.454 1.771
H -0.296 1.398 1.967
H -0.258 -3.092 -2.638
H 0.379 -2.919 -0.853
H 1.351 -3.326 -2.100
H 1.270 2.446 0.980
H 0.943 2.733 -1.561
*
```

natural (NBO) atomic charge list, values in e, 4 entries: number 1, C, carries 0.22; number 2, C, carries 0.21; number 3, C, carries 0.75; number 4, C, carries -0.62

Entry 2:
DFT (ωB97M-V with the def2-TZVPD basis set) results for a molecular structure, C29H55BaN4O7SSi2 at a distorted geometry.

Results
- HOMO level (eV) = -3.879
- E_tot (Eh) = -2886.6932
- HOMO-LUMO gap (eV) = 5.94
- ΔE to the lowest compared entry with this formula, charge and spin (kJ/mol) = 258.0
- strongest force on any atom (eV Å⁻¹) = 8.88
- LUMO (hartree) = 0.0757

```
! RIJCOSX wB97M-V def2-TZVPD def2/J DEFGRID3
* xyz -1 1
Ba -0.681 0.220 -0.175
C -4.378 1.471 3.456
N -3.163 2.247 3.335
C -3.364 3.654 3.084
C -1.933 1.718 3.172
O -0.913 2.387 3.235
C -1.870 0.198 2.978
O -1.006 -0.211 1.956
C 0.364 -0.131 2.206
C 1.022 1.110 1.687
O 0.524 1.821 0.841
N 2.244 1.367 2.202
C 2.888 2.633 1.949
C 2.995 0.415 2.979
H -5.140 2.113 3.894
H -4.233 0.622 4.123
H -4.720 1.116 2.475
H -3.931 4.115 3.899
H -3.903 3.785 2.141
H -2.385 4.119 3.007
H -2.843 -0.179 2.662
H -1.579 -0.265 3.936
H 0.840 -0.945 1.667
H 0.582 -0.258 3.268
H 2.197 3.259 1.390
H 3.806 2.501 1.368
H 3.135 3.108 2.904
H 2.849 -0.581 2.568
H 2.720 0.433 4.042
H 4.052 0.666 2.888
C -5.890 3.157 -3.747
Si -5.833 2.589 -1.918
C -7.149 3.625 -0.968
C -6.245 0.740 -1.871
C -4.146 3.125 -1.259
C -3.571 4.298 -1.710
C -2.282 4.654 -1.331
C -1.588 3.777 -0.519
N -2.095 2.634 -0.088
C -3.352 2.308 -0.423
S -3.924 0.846 0.232
H -6.762 2.766 -4.261
H -5.010 2.801 -4.270
H -5.920 4.237 -3.839
H -8.146 3.481 -1.372
H -6.922 4.686 -1.033
H -7.172 3.360 0.085
H -7.063 0.481 -2.535
H -6.496 0.421 -0.867
H -5.365 0.182 -2.172
H -4.130 4.946 -2.373
H -1.833 5.569 -1.688
H -0.582 3.988 -0.180
N -2.560 0.637 -3.360
C -1.876 0.437 -2.454
C 4.307 0.243 -0.271
C 4.101 -0.465 -1.608
C 3.216 0.420 -2.493
C 5.449 -0.711 -2.303
O 3.515 -1.719 -1.405
Si 2.197 -1.976 -0.436
O 1.190 -0.803 -0.399
O 2.665 -2.241 1.141
C 3.365 -3.352 1.634
C 3.897 -2.972 3.028
C 4.544 -3.718 0.728
C 2.409 -4.545 1.770
O 1.625 -3.438 -0.916
C 1.395 -3.896 -2.220
C 2.703 -4.480 -2.778
C 0.320 -4.988 -2.119
C 0.892 -2.784 -3.140
H 4.833 1.187 -0.397
H 4.865 -0.399 0.406
H 3.329 0.414 0.160
H 3.639 1.419 -2.577
H 2.224 0.485 -2.056
H 3.126 -0.006 -3.488
H 5.941 0.236 -2.518
H 5.278 -1.242 -3.237
H 6.098 -1.317 -1.671
H 4.612 -2.156 2.950
H 4.384 -3.829 3.489
H 3.076 -2.653 3.670
H 5.175 -2.843 0.590
H 4.177 -4.021 -0.246
H 5.139 -4.523 1.162
H 1.640 -4.310 2.503
H 2.941 -5.439 2.088
H 1.931 -4.715 0.810
H 3.021 -5.340 -2.187
H 3.472 -3.714 -2.724
H 2.570 -4.789 -3.813
H 0.640 -5.778 -1.443
H 0.118 -5.422 -3.096
H -0.597 -4.552 -1.732
H 1.661 -2.028 -3.252
H 0.015 -2.306 -2.707
H 0.632 -3.183 -4.119
*
```

Löwdin atomic charge list, values in e, 4 entries: number 1, Ba, carries 2.06; number 2, C, carries -0.10; number 3, N, carries -0.14; number 4, C, carries -0.04

Entry 3:
DFT (ωB97M-V with the def2-TZVPD basis set) results for 2 unconnected molecules or ions with the total composition C4H10N2O2 at a distorted geometry.

Results
- HOMO level (eV) = -9.711
- E_tot (Eh) = -418.3575
- HOMO-LUMO gap (eV) = 10.22
- ΔE to the lowest compared entry with this formula, charge and spin (kJ/mol) = 271.6
- strongest force on any atom (eV Å⁻¹) = 6.31
- SMILES string = CC(N)=O.CC(N)=O
- LUMO (hartree) = 0.0186

```
! RIJCOSX wB97M-V def2-TZVPD def2/J DEFGRID3
* xyz 0 1
C 2.401 -0.848 -2.256
C 1.651 -1.346 -1.037
O 2.164 -1.009 -0.039
N 0.710 -2.471 -0.914
H 1.715 0.125 -2.613
H 2.393 -1.692 -3.066
H 0.550 -2.861 0.026
H 0.187 -2.862 -1.661
H 3.423 -0.442 -2.046
C -2.682 1.512 1.054
C -1.683 1.913 2.033
O -1.608 2.895 2.649
N -0.484 1.327 1.848
H 0.302 1.474 2.555
H -0.301 0.382 1.428
H -2.949 0.422 1.032
H -2.137 1.434 0.128
H -3.653 2.046 0.880
*
```

natural (NBO) atomic charge list, values in e, 4 entries: number 1, C, carries -0.70; number 2, C, carries 0.67; number 3, O, carries -0.59; number 4, N, carries -0.88

Entry 4:
DFT (ωB97M-V with the def2-TZVPD basis set) results for a molecular structure, C30H37Cl2N6P2SScSi at a distorted geometry.

Results
- HOMO level (alpha / beta) (eV) = -3.425 / -3.983
- E_tot (Eh) = -4545.4168
- HOMO-LUMO gap (alpha / beta) (eV) = 3.17 / 4.21
- ΔE to the lowest compared entry with this formula, charge and spin (kJ/mol) = 181.4
- strongest force on any atom (eV Å⁻¹) = 3.35
- LUMO (alpha / beta) (hartree) = -0.0094 / 0.0082

```
! RIJCOSX wB97M-V def2-TZVPD def2/J DEFGRID3
* xyz 0 1
Sc -0.224 -0.519 -0.652
C -2.660 1.912 2.861
P -0.982 1.708 2.179
C -0.904 3.256 1.218
C 0.262 2.020 3.483
C 0.840 3.304 3.504
C 2.041 3.526 4.173
C 2.582 2.524 4.994
C 1.904 1.311 5.123
C 0.760 1.010 4.386
P 0.207 -0.739 4.509
C -0.404 -0.886 6.278
C 1.794 -1.697 4.679
H -2.785 2.893 3.346
H -2.831 1.083 3.574
H -3.433 1.851 2.091
H 0.181 3.537 1.087
H -1.397 4.111 1.766
H -1.480 3.098 0.291
H 0.406 4.167 3.037
H 2.551 4.476 4.080
H 3.434 2.764 5.598
H 2.280 0.579 5.852
H 0.382 -1.314 6.910
H -1.185 -1.653 6.220
H -0.772 0.110 6.774
H 2.261 -1.735 5.681
H 2.588 -1.280 4.051
H 1.615 -2.738 4.378
N 3.273 1.819 0.319
C 3.829 0.774 1.076
C 2.971 -0.296 0.978
N 1.943 0.007 0.053
C 2.131 1.277 -0.277
C 1.240 1.916 -1.164
N 0.091 1.340 -1.598
C -0.509 2.302 -2.445
C 0.270 3.409 -2.500
N 1.400 3.160 -1.650
H 3.541 2.790 0.349
H 4.697 0.923 1.686
H 3.087 -1.291 1.400
H -1.419 2.044 -2.941
H 0.058 4.394 -2.973
H 2.124 3.842 -1.480
C -0.913 0.086 -6.230
Si -0.614 -1.750 -6.051
C 0.548 -2.447 -7.338
C -2.236 -2.768 -6.009
C 0.332 -2.141 -4.439
C 1.523 -2.764 -4.379
C 2.217 -3.037 -3.151
C 1.702 -2.472 -1.997
N 0.556 -1.730 -2.066
C -0.260 -1.680 -3.157
S -1.882 -1.155 -2.833
H -0.682 0.327 -7.237
H -0.309 0.747 -5.574
H -1.970 0.351 -6.151
H 0.038 -2.396 -8.280
H 0.789 -3.566 -7.200
H 1.529 -2.013 -7.408
H -2.722 -2.625 -6.993
H -2.853 -2.453 -5.165
H -2.010 -3.825 -5.874
H 1.966 -3.201 -5.276
H 3.185 -3.551 -3.120
H 2.083 -2.637 -0.995
Cl -3.722 0.982 -0.387
C -3.372 -0.342 0.796
C -4.377 -1.262 1.149
C -4.088 -2.472 1.771
C -2.757 -2.830 1.966
C -1.730 -1.917 1.729
Cl -0.059 -2.442 1.824
C -2.020 -0.577 1.281
N -0.928 0.341 1.211
H -5.404 -1.004 0.812
H -4.847 -3.057 2.191
H -2.470 -3.810 2.272
*
```

Löwdin atomic charge list, values in e, 4 entries: number 1, Sc, carries 0.71; number 2, C, carries -0.18; number 3, P, carries 0.84; number 4, C, carries -0.21